Entry 1:
{
  "formula": "C4H9O4PS",
  "method": "ωB97M-V with the def2-TZVPD basis set",
  "total_charge": -2,
  "molar_mass_da": 184.153,
  "orbital_gap_ev": 6.52,
  "spin_multiplicity": 1,
  "relative_energy_kj_mol": 31.8,
  "species": ["P", "H", "H", "O", "H", "H", "H", "H", "O", "H", "H", "O", "H", "C", "C", "C", "O", "C", "S"],
  "coordinates": [[0.74, 0.61, 1.58], [-0.95, -0.71, -1.51], [-1.63, -1.58, 1.41], [-0.12, 0.28, 2.78], [0.15, -1.40, -0.20], [2.16, -0.68, 0.43], [2.67, -0.49, -2.73], [-2.66, -0.63, 0.66], [1.80, -0.65, 1.36], [-2.53, -2.17, 0.08], [0.95, 2.61, 0.09], [1.57, 1.88, 1.52], [-0.82, 1.41, -1.63], [-0.20, 0.52, 0.04], [-0.29, 1.64, -0.69], [-1.98, -1.38, 0.48], [0.32, 2.84, -0.64], [-0.77, -0.79, -0.43], [1.61, -1.31, -2.59]]
}



Entry 2:
{
  "formula": "C4H9O5S2",
  "method": "ωB97M-V with the def2-TZVPD basis set",
  "total_charge": -1,
  "molar_mass_da": 201.245,
  "orbital_gap_ev": 8.30,
  "smiles": "CC[C@](S)(CO)OS(=O)(=O)[O-]",
  "spin_multiplicity": 1,
  "relative_energy_kj_mol": 52.1,
  "species": ["H", "O", "H", "O", "H", "H", "C", "H", "C", "C", "C", "H", "O", "H", "S", "O", "O", "H", "S", "H"],
  "coordinates": [[-0.75, 0.96, 0.66], [0.44, -0.79, -1.89], [2.58, -0.30, -0.53], [1.85, -0.07, 1.39], [-2.34, -0.67, 0.87], [-1.94, -1.36, -0.89], [-2.06, -0.48, -0.23], [-0.78, 1.01, -1.11], [0.46, -0.44, -0.48], [1.73, 0.18, 0.01], [-0.72, 0.39, -0.20], [-3.01, 0.08, -0.72], [2.31, 0.04, -3.25], [-0.45, -2.53, -0.69], [0.40, -2.12, 0.25], [0.01, 0.24, -3.98], [0.90, 1.56, -2.10], [2.51, 0.48, 1.79], [0.95, 0.35, -2.88], [1.73, 1.34, -0.14]]
}



Entry 3:
{
  "formula": "C4H9O7PS",
  "method": "ωB97M-V with the def2-TZVPD basis set",
  "total_charge": 0,
  "molar_mass_da": 232.150,
  "orbital_gap_ev": 9.19,
  "spin_multiplicity": 1,
  "relative_energy_kj_mol": 257.9,
  "species": ["C", "C", "C", "H", "H", "O", "O", "H", "H", "P", "O", "S", "O", "H", "H", "O", "H", "H", "H", "C", "O", "O"],
  "coordinates": [[1.34, 0.50, 5.10], [-3.10, -1.81, -5.24], [-2.48, -1.58, -3.97], [0.28, 0.77, 4.97], [-3.56, -2.15, -6.27], [2.69, 0.94, -1.23], [0.00, 1.66, -0.88], [2.07, -0.05, 1.75], [1.95, 1.40, 5.00], [1.21, 0.52, -0.33], [1.72, -0.43, 4.11], [-1.55, 0.95, -0.97], [0.79, -1.01, -0.57], [1.49, 0.07, 6.09], [-0.33, -0.90, -3.19], [1.44, 0.68, 1.42], [1.16, -1.22, 4.23], [2.32, 1.38, -2.08], [-1.52, -1.52, -1.86], [-1.47, -0.86, -2.85], [-2.53, 2.13, -0.63], [-1.91, 0.53, -2.60]]
}



Entry 4:
{
  "formula": "C4H9OP",
  "method": "ωB97M-V with the def2-TZVPD basis set",
  "total_charge": 0,
  "molar_mass_da": 104.089,
  "orbital_gap_ev": [7.24, 7.25],
  "spin_multiplicity": 1,
  "relative_energy_kj_mol": 406.4,
  "species": ["H", "P", "H", "H", "H", "C", "H", "H", "C", "C", "O", "H", "H", "H", "C"],
  "coordinates": [[-1.76, -0.87, -1.39], [0.51, -0.27, 1.27], [1.81, 1.05, -0.75], [0.30, 2.01, -0.87], [-2.06, -0.70, 0.26], [-1.60, -0.12, -0.56], [-2.23, 0.76, -0.71], [0.67, 0.94, -2.25], [0.75, 1.07, -1.09], [1.17, -0.48, 3.51], [1.29, -1.65, 3.67], [0.57, -1.65, 1.32], [1.87, -0.03, 0.88], [1.08, 0.32, 4.26], [-0.08, -0.01, -0.37]]
}